## one
This record from OMol25 describes C19H21IrN5O2 as an isolated structure. The level of theory is wB97M-V/def2-TZVPD.

Geometry as ORCA input:
```
! wB97M-V def2-TZVPD RIJCOSX def2/J DEFGRID3
* xyz 4 6
N -1.362 3.845 0.551
C -0.429 4.398 0.152
C 0.640 5.227 -0.409
H 0.193 6.155 -0.794
H 1.117 4.724 -1.262
H 1.389 5.472 0.361
N 4.536 -2.442 -0.013
C 4.984 -2.990 -0.948
C 5.785 -3.711 -1.924
H 6.099 -3.047 -2.743
H 5.225 -4.543 -2.371
H 6.672 -4.087 -1.379
N -3.567 -0.722 0.469
C -4.069 -1.609 -0.108
C -4.838 -2.613 -0.814
H -4.705 -3.601 -0.350
H -4.538 -2.649 -1.869
H -5.893 -2.304 -0.784
Ir 0.947 -0.357 -0.869
C 0.671 -1.733 0.393
O 0.493 -2.677 1.050
C 1.998 0.663 0.340
O 2.654 1.313 1.035
C 1.235 1.013 -2.529
C -0.157 1.051 -2.302
C -0.895 -0.128 -2.313
C -0.226 -1.352 -2.469
C 1.126 -1.379 -2.869
C 1.855 -0.193 -2.911
H 1.829 1.920 -2.388
H -0.622 2.021 -2.116
H -1.976 -0.133 -2.137
H -0.764 -2.294 -2.294
H 1.603 -2.353 -3.036
H 2.930 -0.194 -3.120
N -1.887 -1.525 2.996
C -1.621 -0.206 3.125
C -2.511 0.670 3.803
C -2.173 2.008 3.945
C -0.945 2.438 3.436
C -0.126 1.501 2.791
N -0.447 0.219 2.607
H -1.332 -2.106 2.397
H -2.803 -1.887 3.264
H -3.443 0.218 4.132
H -2.863 2.693 4.426
H -0.632 3.475 3.455
H 0.844 1.810 2.396
*
```

Properties
Lowest unoccupied orbital energy (spin up / spin down) in eV: -12.79 / -18.28
Expectation value of S²: 8.786

These are the Löwdin partial charges, in e, on atoms 1 to 4: 0.148, -0.261, -0.037, 0.118



## two
This record from OMol25 describes C19H21IrN5O2 as an isolated structure. The level of theory is wB97M-V/def2-TZVPD.

Geometry as ORCA input:
```
! wB97M-V def2-TZVPD RIJCOSX def2/J DEFGRID3
* xyz 4 6
N 0.768 1.798 -0.420
C 0.841 2.944 -0.253
C 0.919 4.388 -0.172
H -0.088 4.819 -0.227
H 1.510 4.762 -1.016
H 1.390 4.720 0.761
N 2.429 -1.587 -0.708
C 3.410 -2.227 -0.735
C 4.616 -3.012 -0.894
H 5.253 -2.542 -1.656
H 4.357 -4.030 -1.215
H 5.185 -3.078 0.046
N -1.337 -1.430 -0.418
C -2.361 -1.964 -0.250
C -3.648 -2.617 -0.172
H -3.642 -3.434 0.560
H -3.895 -3.030 -1.157
H -4.425 -1.898 0.114
Ir 0.935 -0.614 0.438
C 0.791 -2.211 1.396
O 0.672 -3.180 2.038
C 2.339 0.165 1.396
O 3.175 0.664 2.037
C 1.169 0.901 -3.243
C -0.218 0.970 -3.118
C -0.981 -0.207 -3.119
C -0.352 -1.446 -3.243
C 1.044 -1.515 -3.363
C 1.803 -0.345 -3.363
H 1.766 1.816 -3.247
H -0.713 1.939 -3.023
H -2.068 -0.151 -3.025
H -0.944 -2.364 -3.246
H 1.535 -2.487 -3.462
H 2.890 -0.397 -3.463
N -3.121 2.062 4.443
C -2.298 1.515 3.499
C -1.175 0.773 3.898
C -0.344 0.223 2.939
N -0.567 0.369 1.626
C -1.639 1.073 1.199
C -2.520 1.656 2.111
H -2.921 1.935 5.429
H -3.944 2.606 4.210
H -0.966 0.640 4.950
H 0.530 -0.354 3.238
H -1.780 1.162 0.121
H -3.378 2.221 1.762
*
```

Properties
Lowest unoccupied orbital energy (spin up / spin down) in eV: -12.69 / -17.48
Expectation value of S²: 8.815

These are the Löwdin partial charges, in e, on atoms 1 to 4: 0.090, -0.172, 0.001, 0.112



In order of decreasing stability: two, one.



## one
This record from OMol25 describes C20H26N2O5 in the gas phase. The level of theory is wB97M-V/def2-TZVPD.

Geometry as ORCA input:
```
! wB97M-V def2-TZVPD RIJCOSX def2/J DEFGRID3
* xyz 0 1
C -6.380 -0.560 -1.686
O -5.473 -0.795 -0.639
C -4.391 0.037 -0.513
C -4.162 1.128 -1.337
C -3.071 1.948 -1.121
C -2.182 1.706 -0.094
C -1.010 2.633 0.119
N 0.262 1.962 0.339
C 0.916 2.216 1.599
C 0.633 1.008 -0.541
O -0.086 0.652 -1.468
C 1.956 0.368 -0.373
N 2.027 -0.984 -0.601
C 3.299 -1.422 -0.540
C 3.586 -2.872 -0.710
C 4.106 -0.315 -0.275
C 5.554 -0.233 -0.114
C 6.367 -1.459 -0.470
O 6.106 0.776 0.281
C 3.241 0.824 -0.186
C 3.682 2.235 -0.024
C -2.392 0.599 0.740
O -1.489 0.440 1.756
C -1.121 -0.858 2.172
C -3.495 -0.241 0.535
O -3.686 -1.274 1.425
C -4.077 -2.535 0.920
H -6.861 0.419 -1.590
H -7.136 -1.340 -1.597
H -5.897 -0.635 -2.665
H -4.834 1.353 -2.148
H -2.907 2.788 -1.779
H -0.921 3.272 -0.766
H -1.200 3.266 0.989
H 1.302 3.238 1.635
H 0.198 2.079 2.411
H 1.738 1.521 1.738
H 1.217 -1.536 -0.836
H 4.196 -3.053 -1.593
H 2.652 -3.418 -0.825
H 4.114 -3.273 0.153
H 6.156 -2.265 0.228
H 7.423 -1.208 -0.409
H 6.131 -1.794 -1.476
H 2.882 2.919 -0.295
H 4.547 2.421 -0.657
H 3.997 2.430 1.001
H -0.160 -0.742 2.675
H -1.849 -1.281 2.867
H -1.002 -1.531 1.319
H -5.158 -2.594 0.778
H -3.770 -3.263 1.674
H -3.578 -2.760 -0.026
*
```

Properties
Structure (SMILES): COc1ccc(CN(C)C(=O)c2[nH]c(C)c(C(C)=O)c2C)c(OC)c1OC
Lowest unoccupied orbital energy in eV: 0.57

These are the Löwdin partial charges, in e, on atoms 1 to 4: -0.081, -0.105, -0.194, -0.017



## two
This record from OMol25 describes C20H26N2O5 in the gas phase. The level of theory is wB97M-V/def2-TZVPD.

Geometry as ORCA input:
```
! wB97M-V def2-TZVPD RIJCOSX def2/J DEFGRID3
* xyz 0 1
C -1.546 1.657 2.308
C -1.348 1.935 0.852
C -1.959 1.120 -0.099
C -1.814 1.351 -1.456
O -2.361 0.539 -2.406
C -3.058 -0.618 -1.995
C -2.183 -1.606 -1.206
O -2.637 -2.309 -0.332
N -0.898 -1.604 -1.602
C 0.159 -2.251 -0.860
C 1.155 -1.225 -0.319
C 2.101 -1.867 0.701
N 1.344 -2.371 1.832
C 1.871 -3.567 2.463
C 3.058 -3.268 3.388
O 2.699 -2.325 4.376
C 2.239 -1.126 3.791
C 1.050 -1.378 2.853
C -1.048 2.452 -1.913
C -0.851 2.829 -3.295
C -1.492 2.085 -4.419
C -0.070 3.902 -3.564
C 0.577 4.694 -2.544
O 1.291 5.646 -2.737
O 0.342 4.315 -1.248
C -0.431 3.255 -0.935
C -0.575 2.996 0.425
H -1.698 0.595 2.484
H -0.695 2.003 2.889
H -2.431 2.186 2.663
H -2.547 0.288 0.253
H -3.389 -1.095 -2.923
H -3.943 -0.372 -1.398
H -0.620 -0.959 -2.328
H 0.669 -2.976 -1.501
H -0.309 -2.777 -0.026
H 0.600 -0.412 0.156
H 1.742 -0.799 -1.136
H 2.867 -1.130 0.986
H 2.609 -2.708 0.223
H 2.159 -4.287 1.696
H 1.062 -3.998 3.062
H 3.371 -4.164 3.924
H 3.907 -2.885 2.798
H 1.947 -0.478 4.618
H 3.062 -0.646 3.237
H 0.751 -0.444 2.376
H 0.209 -1.758 3.442
H -1.268 2.572 -5.364
H -1.131 1.060 -4.456
H -2.570 2.047 -4.281
H 0.106 4.228 -4.577
H -0.075 3.646 1.125
*
```

Properties
Structure (SMILES): Cc1cc(OCC(=O)NCCCN2CCOCC2)c2c(C)cc(=O)oc2c1
Lowest unoccupied orbital energy in eV: 0.11

These are the Löwdin partial charges, in e, on atoms 1 to 4: -0.037, -0.258, 0.021, -0.186



In order of decreasing stability: two, one.



## one
This record from OMol25 describes C3H7N3O3S in the gas phase. The level of theory is wB97M-V/def2-TZVPD.

Geometry as ORCA input:
```
! wB97M-V def2-TZVPD RIJCOSX def2/J DEFGRID3
* xyz 0 1
C 0.060 2.113 0.049
C -0.225 0.470 -0.024
S 1.527 -0.213 -0.164
N 1.382 -1.888 0.034
O 2.165 0.130 -1.407
O 2.181 0.349 1.004
N -0.950 0.078 -1.233
N -1.863 -0.696 -0.977
C -1.972 -0.839 0.404
O -0.875 -0.123 1.012
H 0.488 2.332 -0.862
H 0.622 2.273 0.972
H -0.878 2.612 0.201
H 1.141 -2.314 -0.901
H 2.169 -2.194 0.462
H -2.895 -0.240 0.764
H -2.077 -1.850 0.668
*
```

Properties
Structure (SMILES): C[C@]1(S(N)(=O)=O)N=NCO1
Lowest unoccupied orbital energy in eV: 0.03

These are the Löwdin partial charges, in e, on atoms 1 to 4: 0.040, -0.543, 0.650, -0.041



## two
This record from OMol25 describes C3H7N3O3S in the gas phase. The level of theory is wB97M-V/def2-TZVPD.

Geometry as ORCA input:
```
! wB97M-V def2-TZVPD RIJCOSX def2/J DEFGRID3
* xyz 0 1
C -1.858 0.981 0.399
C -1.552 -0.353 -0.335
N -1.261 -1.461 0.548
N -0.149 -1.875 0.625
C 0.622 -1.054 -0.462
S 1.635 0.192 0.446
O 1.624 1.528 -0.180
O 1.243 0.170 1.790
O 3.105 -0.450 0.189
N -0.343 -0.277 -1.185
H -1.263 1.227 1.296
H -2.903 0.947 0.761
H -1.711 1.822 -0.139
H -2.457 -0.532 -0.968
H 1.407 -1.545 -1.036
H 3.799 0.122 -0.197
H 0.062 0.557 -1.554
*
```

Properties
Structure (SMILES): C[C@@H]1N=N[C@H](S(=O)(=O)O)N1
Lowest unoccupied orbital energy in eV: 0.35

These are the Löwdin partial charges, in e, on atoms 1 to 4: -0.027, -0.344, 0.033, 0.102



In order of decreasing stability: two, one.